C27H72O9 | ωB97M-V/def2-TZVPD

Its SMILES is CC(C)O.CC(C)O.CC(C)O.CC(C)O.CC(C)O.CC(C)O.CC(C)O.CC(C)O.CC(C)O. The HOMO-LUMO gap comes out at 10.13 eV. The calculation puts the relative energy (zero: lowest compared OMol25 entry of this formula, charge and spin) at 104.76 kcal per mole. The highest occupied orbital energy comes out at -9.74 eV. The largest force on an atom comes out at 3.08 eV/A. For the total energy, the calculation gives -1748.9212 Ha.

```
108
Properties=species:S:1:pos:R:3:forces:R:3
C 0.305289 3.646335 -3.869955 -0.1526 0.4489 -1.2932
C 1.303739 5.072075 1.442005 1.3415 0.1098 -0.5953
C -5.991991 -3.100165 0.818495 0.6802 0.3585 0.0797
O -3.260981 4.267225 0.248415 1.3798 0.5071 0.1012
C 1.581939 -0.182995 6.545715 -0.2496 0.5067 1.5707
H -0.643401 -2.197725 -0.343315 0.2928 -0.4588 0.3503
H 2.820689 -0.807995 -4.553895 0.4294 0.2854 -0.0737
H 4.377529 -6.609925 0.755905 -0.3307 -0.5399 -0.3794
H 1.562659 0.842555 0.493745 0.6043 -0.0504 0.0618
H 1.462039 5.772515 0.621985 -0.1209 0.4664 0.1739
C 0.897939 -2.491135 -6.272545 0.2623 -0.3361 0.3446
H 0.395589 -1.530705 -6.387945 -0.4500 -0.3291 -0.1812
H -0.506411 1.768795 6.670635 0.3283 -0.6651 -0.5660
C -8.114711 -3.962945 -0.113505 -1.2785 1.5235 0.0387
H -5.260381 2.592345 2.075035 -0.0520 -0.5931 -0.0185
H -5.425651 -3.169415 -0.110235 -0.1054 -0.5467 -0.1312
H 1.296609 6.390905 3.147915 -0.3301 0.3918 -0.1864
C -7.047831 -4.180645 0.963565 -0.3759 1.3286 -2.7575
H -0.213271 5.269975 -5.966105 -0.2676 0.2603 0.5045
C 0.763389 0.239995 7.811815 -0.8162 1.1297 -0.6722
H 0.259239 -3.371875 -6.205795 -0.5843 0.3513 0.4404
C 0.623159 5.706085 2.632555 0.0222 -2.4630 0.2386
H 1.190029 3.331355 -4.423245 0.1207 -0.1133 -0.0526
O 1.195229 -5.909545 -0.466615 1.1378 -0.2121 0.8259
H -8.904411 -4.692255 -0.293965 0.5054 -0.7359 0.3748
O 2.696319 -1.297955 -5.370035 0.5439 0.9202 0.1177
O 4.373429 0.591095 -2.105075 -0.7385 -0.8486 -0.4945
C -0.896461 3.499745 -4.876105 -0.4920 0.4493 0.9779
H 2.309499 4.716975 1.666635 -0.0765 -0.4453 0.1417
H -1.032321 1.445965 8.214145 -0.0015 -0.3846 0.4212
H 7.393269 -0.468755 -0.786745 0.1198 0.7217 -0.4082
O -6.426531 -5.386585 0.560525 0.3068 -0.7652 1.5366
H -0.756471 -0.548315 -0.553725 0.4946 0.6204 0.2073
H -6.154341 5.280885 1.439135 -0.5882 -0.1653 -0.3929
H 0.354339 3.118315 -2.917645 -0.8101 -0.2242 -0.2002
H 1.672049 -8.517095 -1.379205 0.0776 -0.1775 0.3054
C 2.649119 -3.646645 -4.778045 -0.7949 0.2708 0.7166
H 0.854839 -1.775235 1.764705 -0.2644 -0.3305 0.1229
H 1.673259 -2.666095 -0.112455 -0.1091 -0.1191 0.0092
H -1.057901 2.441885 -5.083435 0.0491 -0.0877 -0.1258
H 3.401549 -5.200665 0.927305 -0.4401 -0.0683 0.1986
C 0.218999 4.578875 3.665225 0.5660 0.7751 0.2094
H 0.412599 0.847605 1.731535 -0.5642 -0.5290 -0.0049
H 2.084009 -1.119875 6.787125 -0.1882 -0.1681 -0.3047
H 1.932019 0.212995 2.184215 0.4574 -0.0309 -0.4557
H -4.140191 2.143585 0.737735 -0.2034 -0.1100 0.1736
H 0.707199 4.288865 0.974225 -0.0824 -0.3703 0.3741
O -0.513871 6.308195 2.103415 -0.7102 0.8875 0.3878
H 1.429909 -2.717015 -7.196725 0.6010 0.4007 0.1233
O 1.842399 -1.727765 -0.000515 1.0102 0.6550 -0.3096
C 5.766919 0.642955 -1.943845 1.1107 0.7280 0.8297
H -3.510301 3.901465 -0.603445 -0.1495 0.0142 -0.0688
H 1.000559 3.823575 3.747535 0.1961 0.0901 0.0747
H 3.799999 -5.654095 -0.675065 0.7246 0.0070 -0.0116
H 0.907959 -0.252385 5.691885 0.0762 -0.2474 0.0834
H -7.692271 -3.703735 -1.084315 0.4191 -0.3579 0.0460
H 1.960949 -4.454895 -4.530555 -0.0640 -0.0601 0.3471
H -5.567731 5.268165 -0.295675 -0.2803 0.0550 0.1187
H 0.271179 2.492555 7.949475 0.9810 -0.3065 0.2926
H 3.997109 0.007965 -1.441805 -0.1387 -0.1181 0.1507
H 3.333039 -3.481135 -3.945595 -0.1721 0.0108 0.2557
C -5.304201 5.340095 0.759535 -0.5340 0.2155 0.9364
C -0.475971 -1.273665 0.210015 -1.8134 -0.1607 -0.4320
H -5.271771 -3.212725 1.628875 0.0680 0.2130 0.0539
C -0.585601 4.268395 -6.181285 0.7497 0.6609 0.3759
H 3.284359 -4.076285 -5.552625 -0.2429 0.7401 -0.6555
H -8.724301 -3.088335 0.113525 0.0384 0.4297 0.2905
H 0.083409 5.043345 4.641955 0.0324 -0.0630 0.1283
O 1.588379 0.405155 8.943645 1.0993 -0.3374 -0.0694
C -4.931561 2.819835 1.061025 -0.5317 0.4672 1.0619
C 6.027059 1.938995 -1.205485 0.5226 0.2266 -0.0911
H 3.395319 -8.394975 -0.782305 -0.0788 -0.5270 -0.5266
H -0.703581 4.029385 3.478095 -0.1090 0.2862 -0.6265
C -4.359351 4.233865 1.141395 0.2387 -0.2024 -1.1938
C 0.854809 -1.183185 0.849505 0.4732 0.6275 1.1315
H 5.704589 2.801015 -1.789455 -0.3931 -0.0939 0.0624
H 5.469909 1.867575 -0.271365 0.1933 0.3733 0.1662
H 2.374099 0.528525 6.312675 -0.1326 0.2345 0.0837
C 3.544699 -6.077785 0.296225 -1.0444 1.1234 -0.7647
H 0.427209 -6.437745 -0.696315 -0.0494 -0.0732 -0.0136
H 1.946849 -7.435305 0.828985 -0.4993 0.3023 0.3025
H -6.355161 -2.073145 0.780715 -0.4106 -0.0702 0.4811
H 1.084389 0.718145 9.698385 -0.2152 0.0046 -0.1369
H -5.820121 2.734005 0.435575 0.1465 0.0824 -0.2936
H 6.419669 -1.415605 -1.860455 -0.0089 -0.0882 -0.1453
H -1.365981 4.442355 -6.922135 -0.3877 -0.5749 0.2839
H 1.247869 -2.001965 -4.184305 -0.2322 -0.6662 0.2197
H 6.205409 0.728115 -2.938125 0.0044 -0.2630 -0.1228
C 1.236099 0.246565 1.345945 -0.2703 -0.3272 -0.6807
H -2.874841 4.018805 -4.781165 0.1963 -0.1395 -0.3588
H -6.856661 -6.063005 1.088755 0.1573 -0.4942 -0.1941
H -0.833501 5.592625 1.548985 -0.8267 0.2776 -0.3734
H 0.020069 -0.521365 8.048275 0.1351 -0.5389 -0.2964
O -2.116611 3.988175 -4.193155 1.3287 -0.1145 -0.1488
H -1.231861 -1.237035 0.994495 -0.2401 0.0927 -0.0664
H 0.469409 4.704755 -3.667735 -0.1910 0.0938 0.0804
H 5.827499 -0.912825 -0.332735 -0.5679 0.4024 0.0845
C 2.521319 -7.868185 -1.165345 0.0522 1.1458 0.8708
C 1.817549 -2.342535 -5.048935 0.7527 -1.5420 -1.5773
H -3.971381 4.444315 2.138035 0.2405 -0.1773 -0.0261
C 6.386509 -0.552075 -1.196125 -0.3344 -0.9600 -0.3785
H 2.748389 -7.339695 -2.091215 0.2591 0.0239 0.0335
H -7.462601 -4.073695 1.965875 0.0027 -0.8792 0.1812
C -0.102071 1.513205 7.650065 -1.0168 0.7820 -0.4278
H 0.286469 3.878795 -6.706465 -0.1575 -0.6837 -0.0080
H 7.091549 2.109205 -1.044275 0.0819 -0.1691 0.3450
C 2.238039 -6.830575 -0.029855 0.1938 -0.9059 -0.8371
H -4.913901 6.330255 0.994785 0.4648 -0.0690 -0.3711
```
Positions in Å, forces in eV/Å.

=====

C4H11NO | ωB97M-V/def2-TZVPD

The HOMO-LUMO gap comes out at 10.55 eV. The calculation puts the relative energy (zero: lowest compared OMol25 entry of this formula, charge and spin) at 68.68 kcal per mole. The highest occupied orbital energy comes out at -9.68 eV. The largest force on an atom comes out at 4.68 eV/A. For the total energy, the calculation gives -288.9076 Ha.

```
17
Properties=species:S:1:pos:R:3:forces:R:3
H 2.746582 -0.152986 -0.122976 -3.0078 -2.6972 -0.7448
O 0.052431 -0.154783 1.368271 2.5120 -0.1597 -0.2450
H -0.774498 -1.577864 -0.624748 -0.0136 -0.3406 -0.3218
H -0.848319 0.142894 1.364206 -1.2650 0.2200 0.1440
H 1.503849 -1.417912 -1.417023 1.2530 1.2656 3.6606
C 0.459646 0.027136 -0.007034 -0.3115 -0.8391 1.0405
H 1.737782 -1.780785 0.806343 -0.1833 2.6459 -3.8516
H 0.889120 1.535538 -1.375123 0.3893 0.5930 0.6743
H -2.809319 -0.635099 0.090066 1.2187 0.1245 -0.2806
H -0.066254 2.116786 -0.018866 -0.9935 0.6258 0.3101
C 0.762546 1.508406 -0.267992 -0.3605 -1.9193 -1.9814
H 1.608438 1.830853 0.282742 0.9221 0.2751 0.3111
N -1.980978 -0.015496 0.017884 -0.6754 -1.2928 -0.5655
H -2.368977 0.843914 -0.281439 -0.0356 1.0574 -0.6473
C -0.792576 -0.510827 -0.795214 -1.2662 0.9520 0.9734
H -0.914879 -0.270435 -1.883007 0.5244 -0.1169 0.9044
C 1.694363 -0.906076 -0.245016 1.2927 -0.3937 0.6195
```
Positions in Å, forces in eV/Å.

=====

The highest relative energy (zero: lowest compared OMol25 entry of this formula, charge and spin) belongs to which entry? C27H72O9

=====

Among the records above, which one has the highest relative energy (zero: lowest compared OMol25 entry of this formula, charge and spin)? C27H72O9

=====

Which of these has the highest relative energy (zero: lowest compared OMol25 entry of this formula, charge and spin)? C27H72O9

=====

highest occupied orbital energy of number 2 (C4H11NO)? -9.68 eV